ORCA calculation (ωB97M-V/def2-TZVPD) on C2H5NO2 in the gas phase in a non-equilibrium geometry.

- max |F| (Eh/bohr) = 0.024
- energy above the lowest of the compared OMol25 structures with the same formula, charge and spin (kcal/mol) = 1.75
- calculated total energy (Eh) = -284.4646
- highest occupied orbital energy (hartree) = -0.3830

Geometry as ORCA input:
```
! RIJCOSX wB97M-V def2-TZVPD def2/J DEFGRID3
* xyz 0 1
O 0.602 1.469 -0.039
O -0.363 -0.605 -0.043
N 1.874 -0.414 -0.066
C -1.628 0.051 -0.015
C 0.687 0.259 -0.028
H -1.793 0.676 -0.914
H 2.729 0.111 0.171
H 1.915 -1.426 0.025
H -2.355 -0.750 -0.015
H -1.667 0.629 0.923
*
```

Results of the natural (NBO) charge analysis, in e, for atoms 1 through 6:
1 O -0.641
2 O -0.524
3 N -0.845
4 C -0.256
5 C 0.876
6 H 0.195